Record 1
{
  "formula": "C22H26F2NO4",
  "method": "ωB97M-V/def2-TZVPD",
  "elements": ["O", "C", "C", "N", "C", "C", "O", "C", "C", "C", "C", "C", "C", "F", "C", "C", "C", "O", "C", "C", "C", "C", "C", "C", "F", "C", "C", "C", "O", "H", "H", "H", "H", "H", "H", "H", "H", "H", "H", "H", "H", "H", "H", "H", "H", "H", "H", "H", "H", "H", "H", "H", "H", "H", "H"],
  "xyz": [[-1.801, 3.125, -1.115], [-2.022, 1.791, -0.714], [-1.289, 1.657, 0.629], [0.078, 2.181, 0.443], [0.930, 2.325, 1.638], [2.028, 1.237, 1.646], [2.365, 1.035, 0.292], [1.616, -0.079, 2.336], [1.443, 0.053, 3.849], [1.184, -1.339, 4.421], [0.119, -2.036, 3.621], [-0.575, -3.114, 4.152], [-1.559, -3.736, 3.409], [-2.221, -4.774, 3.942], [-1.885, -3.310, 2.133], [-1.195, -2.241, 1.599], [-0.197, -1.608, 2.333], [0.424, -0.536, 1.723], [-1.516, 0.763, -1.754], [-2.226, 0.892, -3.101], [-1.716, -0.211, -4.025], [-0.212, -0.187, -4.047], [0.498, -0.721, -5.112], [1.878, -0.655, -5.121], [2.549, -1.179, -6.159], [2.585, -0.053, -4.094], [1.883, 0.475, -3.029], [0.494, 0.400, -3.001], [-0.116, 0.953, -1.891], [-2.328, 3.335, -1.893], [-3.091, 1.601, -0.550], [-1.246, 0.622, 0.962], [-1.801, 2.271, 1.373], [-0.051, 3.070, -0.059], [0.584, 1.551, -0.226], [1.416, 3.300, 1.608], [0.325, 2.263, 2.542], [2.894, 1.630, 2.199], [2.982, 0.300, 0.208], [2.415, -0.815, 2.144], [2.336, 0.493, 4.291], [0.590, 0.697, 4.069], [0.875, -1.268, 5.464], [2.104, -1.931, 4.395], [-0.350, -3.469, 5.146], [-2.658, -3.814, 1.577], [-1.412, -1.893, 0.601], [-1.704, -0.244, -1.349], [-3.305, 0.816, -2.964], [-1.988, 1.863, -3.544], [-2.102, -0.068, -5.034], [-2.066, -1.186, -3.674], [-0.021, -1.182, -5.937], [3.660, -0.003, -4.138], [2.396, 0.957, -2.213]],
  "e_tot_ha": -1409.173558,
  "largest_force_ev_per_a": 0.9,
  "total_charge": 1,
  "smiles": "O[C@H](C[NH2+]C[C@H](O)[C@H]1CCc2cc(F)ccc2O1)[C@H]1CCc2cc(F)ccc2O1",
  "homo_lumo_gap_ev": 8.91,
  "homo_energy_ev": -11.165
}

---

Record 2
{
  "formula": "C22H26F3NO3S",
  "method": "ωB97M-V/def2-TZVPD",
  "elements": ["O", "S", "O", "C", "C", "C", "C", "C", "C", "F", "F", "F", "C", "N", "C", "C", "C", "C", "O", "C", "C", "C", "C", "C", "C", "C", "C", "C", "C", "C", "H", "H", "H", "H", "H", "H", "H", "H", "H", "H", "H", "H", "H", "H", "H", "H", "H", "H", "H", "H", "H", "H", "H", "H", "H", "H"],
  "xyz": [[0.770, 3.097, -3.703], [0.660, 3.086, -2.276], [0.590, 4.320, -1.557], [-0.830, 2.152, -1.857], [-1.326, 1.211, -2.740], [-2.464, 0.493, -2.408], [-3.106, 0.727, -1.201], [-2.605, 1.688, -0.333], [-3.301, 2.001, 0.965], [-4.229, 1.094, 1.296], [-3.930, 3.187, 0.922], [-2.442, 2.066, 1.995], [-1.463, 2.410, -0.659], [1.961, 2.252, -1.693], [2.120, 2.160, -0.262], [1.549, 0.861, 0.315], [2.048, -0.393, -0.423], [3.542, -0.627, -0.085], [4.090, -1.770, -0.692], [1.289, -1.638, 0.082], [-0.150, -1.806, -0.404], [-0.882, -2.885, 0.407], [-1.133, -2.428, 1.816], [-0.336, -2.858, 2.868], [-0.555, -2.396, 4.154], [-1.577, -1.497, 4.405], [-2.383, -1.067, 3.365], [-2.160, -1.530, 2.081], [1.843, -0.194, -1.934], [2.448, 1.118, -2.437], [-0.824, 1.071, -3.685], [-2.859, -0.245, -3.089], [-3.995, 0.174, -0.939], [-1.075, 3.176, -0.005], [1.620, 3.030, 0.165], [3.188, 2.241, -0.034], [1.816, 0.797, 1.371], [0.460, 0.892, 0.253], [4.138, 0.258, -0.336], [3.634, -0.803, 0.990], [4.137, -1.628, -1.644], [1.862, -2.521, -0.209], [1.282, -1.595, 1.173], [-0.699, -0.866, -0.305], [-0.161, -2.097, -1.456], [-0.286, -3.799, 0.409], [-1.837, -3.100, -0.079], [0.460, -3.566, 2.680], [0.074, -2.740, 4.963], [-1.748, -1.136, 5.408], [-3.188, -0.373, 3.553], [-2.797, -1.200, 1.273], [2.266, -1.034, -2.489], [0.772, -0.171, -2.138], [2.184, 1.295, -3.480], [3.540, 1.106, -2.358]],
  "e_tot_ha": -1832.214188,
  "relative_energy_kj_mol": 0.0,
  "largest_force_ev_per_a": 1.1,
  "smiles": "O=S(=O)(c1cccc(C(F)(F)F)c1)N1CCC(CO)(CCCc2ccccc2)CC1",
  "homo_lumo_gap_ev": 9.35,
  "homo_energy_ev": -9.179
}

---

Record 3
{
  "formula": "C22H26I4InN5S3SeSi",
  "method": "ωB97M-V/def2-TZVPD",
  "elements": ["In", "I", "C", "I", "H", "H", "I", "C", "I", "H", "H", "N", "C", "C", "Si", "C", "C", "H", "H", "H", "H", "H", "H", "H", "H", "H", "S", "C", "S", "C", "N", "N", "C", "C", "C", "C", "C", "C", "S", "H", "H", "H", "H", "H", "C", "N", "C", "Se", "N", "C", "C", "C", "C", "C", "C", "H", "H", "H", "H", "H", "H", "H", "H"],
  "xyz": [[-0.754, 0.298, 1.293], [1.502, 4.172, 0.706], [2.361, 4.389, -1.168], [1.338, 3.363, -2.688], [3.442, 4.148, -1.129], [2.311, 5.508, -1.325], [-2.227, 3.404, 3.725], [-3.941, 2.941, 2.476], [-4.485, 0.900, 2.481], [-3.558, 3.180, 1.489], [-4.816, 3.513, 2.791], [-2.302, 2.850, -0.080], [-1.750, 1.951, 0.389], [-0.815, -0.182, 5.067], [0.433, 0.159, 3.694], [1.271, 1.861, 3.761], [1.801, -1.067, 3.808], [-0.512, 0.024, 6.124], [-0.966, -1.268, 5.035], [-1.727, 0.371, 4.800], [2.317, 1.779, 3.315], [1.309, 2.181, 4.821], [0.783, 2.574, 3.145], [2.513, -0.715, 4.500], [2.430, -1.155, 2.861], [1.463, -2.085, 3.928], [-0.712, 0.575, -4.899], [-1.360, -0.144, -3.586], [-0.402, -1.239, -2.604], [-1.655, -1.180, -1.346], [-2.660, -0.443, -1.656], [-2.515, 0.157, -2.913], [-3.619, 0.762, -3.488], [-4.191, 0.148, -4.600], [-5.459, 0.693, -5.047], [-6.102, 1.622, -4.330], [-5.542, 2.140, -3.108], [-4.333, 1.751, -2.748], [-1.507, -1.830, 0.300], [-3.602, -0.662, -5.000], [-5.957, 0.289, -5.965], [-7.154, 1.955, -4.640], [-6.108, 2.739, -2.424], [-3.815, 2.071, -1.846], [4.728, -0.352, -0.052], [3.681, -1.400, -0.115], [2.348, -1.177, -0.024], [1.661, 0.562, 0.021], [1.775, -2.332, 0.152], [2.699, -3.363, -0.059], [2.499, -4.695, -0.173], [3.634, -5.478, -0.368], [4.867, -4.900, -0.546], [5.069, -3.562, -0.435], [3.919, -2.751, -0.207], [4.342, 0.539, 0.384], [5.152, 0.001, -1.005], [5.557, -0.811, 0.477], [0.730, -2.393, 0.302], [1.523, -5.146, -0.118], [3.468, -6.561, -0.510], [5.671, -5.609, -0.827], [5.946, -3.070, -0.818]],
  "e_tot_ha": -6394.108580,
  "largest_force_ev_per_a": 3.9,
  "homo_lumo_gap_ev": 7.77,
  "homo_energy_ev": -7.758
}

---

Record 4
{
  "formula": "C22H26N2O2",
  "method": "ωB97M-V/def2-TZVPD",
  "elements": ["C", "C", "C", "C", "C", "C", "C", "H", "H", "C", "H", "H", "C", "N", "C", "O", "C", "H", "C", "C", "O", "N", "C", "H", "H", "C", "C", "C", "C", "C", "C", "C", "H", "H", "H", "H", "H", "H", "H", "C", "H", "H", "H", "H", "H", "H", "H", "H", "H", "H", "H", "H"],
  "xyz": [[2.578, -2.600, 6.260], [1.861, -1.893, 5.037], [2.495, -1.306, 4.043], [2.010, -0.646, 3.087], [0.742, -0.652, 3.016], [-0.005, -1.070, 4.191], [0.699, -1.690, 5.243], [-0.117, -2.369, 5.942], [-1.221, -1.091, 4.194], [-0.042, 0.238, 1.978], [-1.090, 0.820, 2.551], [0.528, 0.831, 1.658], [-0.440, -0.880, 0.863], [-1.304, -0.036, -0.104], [-2.582, -0.127, -0.241], [-3.244, -0.440, 0.663], [-2.926, 0.834, -1.486], [-4.087, 0.813, -1.326], [-2.705, 2.229, -1.481], [-1.511, 2.404, -2.430], [-0.783, 3.137, -2.724], [-1.535, 1.237, -2.982], [-0.847, 0.902, -4.300], [-1.118, 1.593, -5.072], [-1.133, -0.420, -4.604], [0.693, 1.134, -4.247], [1.480, 0.351, -3.074], [1.565, 1.078, -1.858], [2.378, 0.475, -0.711], [2.464, -0.904, -0.852], [1.863, -1.708, -1.919], [1.438, -1.141, -3.029], [1.078, -1.529, -3.895], [2.195, -2.803, -1.994], [2.936, -1.516, 0.015], [2.454, 1.041, 0.100], [1.574, 1.997, -1.916], [0.929, 2.435, -3.961], [1.220, 0.821, -5.057], [-2.625, 0.282, -2.564], [-2.075, -0.633, -2.668], [-3.330, 0.361, -3.276], [-2.058, 2.530, -0.371], [-3.194, 2.943, -1.654], [-0.682, 0.321, -0.677], [-1.301, -1.393, 1.261], [0.350, -1.294, 0.491], [2.702, -0.121, 2.215], [3.590, -1.517, 4.135], [3.580, -2.947, 6.164], [1.959, -3.635, 6.498], [2.548, -2.120, 7.166]],
  "e_tot_ha": -1113.228882,
  "relative_energy_kj_mol": 1997.9,
  "largest_force_ev_per_a": 19.0,
  "homo_lumo_gap_ev": 9.26,
  "homo_energy_ev": -8.701
}

---

Record 5
{
  "formula": "C22H26N3O2PPd",
  "method": "ωB97M-V/def2-TZVPD",
  "elements": ["N", "C", "C", "H", "H", "H", "N", "C", "C", "H", "H", "H", "N", "C", "C", "H", "H", "H", "Pd", "C", "O", "C", "O", "C", "C", "C", "C", "C", "C", "H", "H", "H", "H", "H", "H", "C", "P", "C", "C", "C", "C", "C", "C", "C", "H", "H", "H", "H", "H", "H", "H", "H", "H", "H", "H"],
  "xyz": [[3.366, -1.934, 0.586], [3.887, -2.340, 1.545], [4.615, -2.926, 2.658], [5.692, -2.906, 2.424], [4.297, -3.973, 2.797], [4.438, -2.359, 3.587], [-3.136, 0.030, 1.400], [-4.184, -0.325, 1.757], [-5.504, -0.711, 2.229], [-5.509, -1.763, 2.538], [-6.246, -0.574, 1.434], [-5.790, -0.092, 3.086], [1.086, 1.130, -3.684], [0.701, 1.580, -4.682], [0.292, 2.123, -5.965], [-0.290, 3.041, -5.818], [-0.306, 1.381, -6.510], [1.176, 2.370, -6.564], [0.259, -0.370, -0.164], [-0.762, 1.191, -0.950], [-1.427, 1.966, -1.485], [0.224, -0.467, 1.832], [0.256, -0.470, 2.984], [0.218, -2.620, -0.006], [0.987, -2.456, -1.169], [0.468, -1.658, -2.181], [-0.852, -1.191, -2.063], [-1.729, -1.742, -1.117], [-1.177, -2.382, -0.032], [0.689, -2.994, 0.898], [2.007, -2.820, -1.188], [1.078, -1.296, -2.999], [-1.220, -0.485, -2.797], [-2.807, -1.597, -1.185], [-1.800, -2.650, 0.818], [0.766, 2.670, 1.304], [1.696, 1.470, 0.354], [2.101, 2.410, -1.135], [3.212, 1.294, 1.308], [3.202, 1.382, 2.701], [4.396, 1.273, 3.404], [5.602, 1.058, 2.744], [5.621, 1.039, 1.348], [4.425, 1.131, 0.630], [-0.098, 3.018, 0.737], [1.425, 3.513, 1.536], [0.393, 2.240, 2.234], [2.817, 3.197, -0.869], [2.533, 1.741, -1.886], [1.181, 2.834, -1.560], [2.244, 1.583, 3.184], [4.343, 1.384, 4.481], [6.520, 0.974, 3.322], [6.572, 0.939, 0.820], [4.439, 1.088, -0.461]],
  "e_tot_ha": -1636.090917,
  "largest_force_ev_per_a": 6.3,
  "spin_multiplicity": 5,
  "total_charge": 4,
  "homo_lumo_gap_ev": [8.01, 3.99],
  "homo_energy_ev": [-21.024, -21.542]
}

---

Record 6
{
  "formula": "C22H26N4O3S2",
  "method": "ωB97M-V/def2-TZVPD",
  "elements": ["C", "H", "O", "C", "C", "C", "C", "C", "C", "N", "C", "N", "N", "C", "S", "C", "H", "H", "C", "O", "C", "C", "N", "C", "C", "H", "C", "H", "H", "H", "C", "H", "H", "C", "H", "C", "H", "C", "H", "C", "H", "O", "H", "H", "H", "C", "H", "H", "H", "S", "H", "H", "H", "H", "H", "H", "H"],
  "xyz": [[-7.981, -1.455, -2.087], [-8.786, -0.913, -1.911], [-6.722, -0.737, -1.689], [-6.716, -0.709, -0.327], [-7.681, -1.281, 0.474], [-7.546, -0.979, 2.033], [-6.435, -0.382, 2.581], [-5.421, 0.199, 1.377], [-5.656, -0.001, 0.049], [-4.666, 0.333, -0.849], [-3.625, 1.276, -0.673], [-3.124, 1.569, 0.305], [-1.871, 1.977, 0.127], [-1.519, 2.397, -0.949], [-0.152, 3.141, -1.675], [0.391, 3.852, 0.144], [0.350, 4.800, 0.002], [-0.183, 3.401, 0.892], [2.049, 3.697, 0.140], [2.716, 4.553, 0.263], [2.243, 2.204, 0.350], [3.462, 1.783, 0.647], [3.481, 0.470, 0.785], [2.097, 0.045, 1.001], [1.401, 1.283, 0.416], [0.417, 1.175, 0.697], [1.746, -1.592, 1.074], [0.690, -1.306, 0.987], [1.966, -1.780, 2.179], [2.204, -2.111, 0.402], [4.619, -0.427, 0.770], [5.424, -0.014, 1.110], [4.386, -1.322, 1.511], [4.993, -1.250, -0.571], [4.833, -0.418, -1.313], [6.507, -1.435, -0.509], [7.183, -0.906, -1.143], [6.371, -2.906, -1.095], [7.123, -3.607, -1.089], [4.854, -3.271, -0.896], [4.590, -4.125, -1.577], [4.049, -2.151, -0.664], [4.883, -3.963, 0.008], [6.374, -2.849, -2.401], [6.672, -1.802, 0.403], [5.033, 2.328, 0.322], [5.534, 2.251, 1.304], [4.810, 3.286, 0.130], [5.506, 2.039, -0.561], [-2.772, 1.623, -2.093], [-4.969, 0.208, -1.830], [-4.477, 0.723, 1.767], [-5.993, -0.029, 3.369], [-8.164, -1.314, 2.789], [-8.490, -1.671, 0.424], [-8.074, -2.391, -1.609], [-7.935, -1.515, -3.323]],
  "e_tot_ha": -2094.365751,
  "relative_energy_kj_mol": 1911.4,
  "largest_force_ev_per_a": 16.3,
  "homo_lumo_gap_ev": 8.20,
  "homo_energy_ev": -7.596
}